Molecular formula: C27H67NO7
Method: DFT, ωB97M-V with the def2-TZVPD basis set

Results
DFT total energy: -1650.256740 Eh
SMILES: CC1(C)CCCC(C)(C)N1O.CC(C)O.CC(C)O.CC(C)O.CC(C)O.CC(C)O.CC(C)O
Net charge: 0
Energy relative to the best compared isomer or geometry (same formula, charge and spin): 88.5 kJ/mol

```
102
C27H67NO7 | the OMol25 dataset | ωB97M-V with the def2-TZVPD basis set
C 0.710 -4.084 1.807
C 2.113 -3.705 1.166
C 2.116 -4.419 -0.123
C 2.103 -2.191 0.911
C 2.388 -1.368 2.132
C 3.697 -1.827 2.759
C 3.676 -3.342 3.169
C 5.072 -3.764 3.559
C 2.705 -3.576 4.398
N 3.309 -4.071 1.934
O 3.331 -5.475 2.183
H 0.786 -5.185 2.066
H 0.371 -3.487 2.649
H -0.062 -3.996 1.080
H 1.921 -5.433 0.079
H 1.326 -4.180 -0.779
H 3.040 -4.269 -0.727
H 2.981 -1.946 0.280
H 1.217 -1.834 0.439
H 2.441 -0.295 1.864
H 1.568 -1.496 2.835
H 3.919 -1.220 3.676
H 4.597 -1.695 2.121
H 5.158 -4.623 4.151
H 5.461 -2.895 4.158
H 5.688 -3.911 2.651
H 2.478 -4.610 4.517
H 1.769 -3.036 4.307
H 3.194 -3.185 5.345
H 2.720 -5.719 2.894
C -3.085 -1.701 -0.065
C -2.705 -0.565 -0.926
C -3.995 0.230 -1.129
O -1.701 0.074 -0.163
H -3.758 -1.393 0.754
H -2.162 -2.132 0.327
H -3.566 -2.552 -0.510
H -2.349 -0.908 -1.840
H -3.680 1.154 -1.647
H -4.344 0.539 -0.153
H -4.712 -0.453 -1.568
H -1.421 0.864 -0.626
C 1.412 -1.924 -4.710
C 0.646 -3.182 -4.572
C 1.504 -4.402 -4.361
O -0.247 -2.980 -3.474
H 2.212 -1.899 -5.512
H 1.813 -1.541 -3.820
H 0.693 -1.134 -5.030
H 0.016 -3.405 -5.403
H 0.874 -5.255 -4.114
H 2.205 -4.201 -3.558
H 2.087 -4.572 -5.245
H 0.256 -2.629 -2.742
C 1.650 3.458 -1.726
C 0.933 2.315 -1.012
C 1.550 2.223 0.384
O -0.476 2.516 -0.850
H 1.213 4.447 -1.547
H 1.710 3.337 -2.803
H 2.648 3.421 -1.390
H 1.020 1.340 -1.426
H 1.123 1.441 0.990
H 1.360 3.167 0.859
H 2.642 2.109 0.383
H -0.732 3.091 -0.112
C -0.739 -0.278 3.134
C -2.120 0.251 3.250
C -2.355 0.798 4.645
O -2.386 1.294 2.370
H -0.561 -0.706 4.119
H 0.074 0.446 3.040
H -0.555 -1.080 2.384
H -2.879 -0.547 3.077
H -2.340 -0.021 5.368
H -3.317 1.327 4.663
H -1.578 1.495 5.009
H -2.201 0.947 1.462
C -0.706 3.709 -5.167
C -2.162 3.679 -5.450
C -2.913 4.582 -4.587
O -2.351 4.028 -6.894
H -0.573 3.669 -4.104
H -0.279 4.598 -5.575
H -0.235 2.875 -5.634
H -2.520 2.639 -5.349
H -4.005 4.538 -4.687
H -2.570 5.654 -4.745
H -2.668 4.408 -3.544
H -3.301 4.174 -6.836
C -3.019 4.658 2.743
C -2.304 4.667 1.436
C -1.847 5.997 0.918
O -1.108 3.829 1.481
H -2.433 5.187 3.492
H -3.257 3.732 3.233
H -3.921 5.261 2.664
H -2.987 4.237 0.654
H -1.061 6.457 1.566
H -2.640 6.669 0.653
H -1.336 5.736 -0.005
H -1.272 3.030 2.051
```

These are the Mulliken partial charges, in e, on atoms 1 to 5: -1.6327, 1.9393, -2.2006, -1.5895, 1.1400